1.
DFT (ωB97M-V with the def2-TZVPD basis set) results for one molecule with the formula C5H7NO.

The energy comes out at -324.70071 a.u. The value obtained for the frontier orbital gap is 8.44 eV. The charge is 0. As for the SMILES: Cn1cccc1O. The value obtained for the largest force on an atom is 0.25 eV/Å. The spin multiplicity is 1.

Last column: Mulliken charge in e.
Atoms and positions in Å:
C: 0.71 -1.48 -0.96  -0.89
N: 0.12 -0.29 -0.39  0.11
C: -0.20 0.86 -1.08  -0.54
C: -0.65 1.79 -0.18  -0.54
C: -0.61 1.20 1.12  -0.63
C: -0.13 -0.08 0.94  0.66
O: 0.11 -1.10 1.79  -0.53
H: 1.04 -2.13 -0.15  0.30
H: 1.58 -1.22 -1.57  0.33
H: -0.01 -2.02 -1.58  0.29
H: -0.08 0.90 -2.15  0.39
H: -0.97 2.80 -0.42  0.38
H: -0.88 1.65 2.06  0.35
H: -0.11 -0.81 2.68  0.32

***

2.
DFT (ωB97M-V with the def2-TZVPD basis set) results for a 2-piece molecular cluster, C9H14 overall in a non-equilibrium geometry.

The energy comes out at -351.22357 a.u. The value obtained for the frontier orbital gap (alpha / beta) is 2.64 / 7.14 eV. The charge is -1. Its expectation value of S² is 0.759. The value obtained for the largest force on an atom is 4.84 eV/Å. The spin multiplicity is 2.

Last column: Löwdin spin population.
Atoms and positions in Å:
C: -2.98 0.32 -2.71  0.00
C: -2.10 -0.83 -2.12  0.00
H: -2.39 1.28 -2.88  0.00
H: -3.53 0.09 -3.68  0.00
H: -3.87 0.67 -2.08  0.00
H: -1.04 -0.70 -2.43  0.00
H: -1.92 -0.92 -1.04  0.00
H: -2.42 -1.68 -2.75  0.00
C: 3.33 1.18 1.34  0.11
C: -0.42 0.50 1.40  0.05
C: -0.49 -0.86 1.53  0.18
C: 0.79 1.19 1.11  0.13
C: 2.02 0.50 1.00  0.27
C: 0.73 -1.51 1.31  0.09
C: 1.88 -0.90 1.06  0.06
H: -1.30 1.09 1.53  0.00
H: -1.45 -1.48 1.69  0.02
H: 0.83 2.30 0.93  0.02
H: 0.57 -2.66 1.41  0.00
H: 3.58 1.99 0.80  0.01
H: 4.13 0.44 1.24  0.01
H: 2.84 -1.51 0.93  0.00
H: 3.22 1.50 2.40  0.05

***

3.
DFT (ωB97M-V with the def2-TZVPD basis set) results for an isolated ion of composition C4H9N4 and charge +1 in a non-equilibrium geometry.

The energy comes out at -376.47986 a.u. The value obtained for the frontier orbital gap is 9.70 eV. The charge is +1. As for the SMILES: CC1=NN=C[C@@]1(N)[NH3+]. The value obtained for the largest force on an atom is 6.43 eV/Å. The spin multiplicity is 1.

Last column: Mulliken charge in e.
Atoms and positions in Å:
C: -1.04 0.09 -1.81  -1.46
C: 0.04 0.39 -0.85  0.24
N: 0.96 1.24 -1.14  -0.35
N: 1.85 1.47 -0.10  -0.46
C: 1.61 0.71 0.90  -0.25
C: 0.41 -0.23 0.61  1.10
N: 0.42 -1.64 0.45  -0.61
N: -0.89 0.27 1.32  -0.39
H: -1.96 0.00 -1.35  0.40
H: -0.79 -0.97 -2.35  0.27
H: -1.00 0.74 -2.56  0.47
H: 2.11 0.61 1.89  0.38
H: 1.17 -1.90 1.06  0.31
H: 0.66 -1.94 -0.49  0.31
H: -0.86 0.15 2.35  0.36
H: -1.68 -0.21 0.93  0.32
H: -1.01 1.22 1.14  0.37

***

4.
DFT (ωB97M-V with the def2-TZVPD basis set) results for AsCsF6 as an isolated structure in a non-equilibrium geometry.

The energy comes out at -2855.21907 a.u. The value obtained for the frontier orbital gap is 9.59 eV. The charge is 0. The value obtained for the largest force on an atom is 2.01 eV/Å. The spin multiplicity is 1.

Last column: Mulliken charge in e.
Atoms and positions in Å:
Cs: -6.35 -0.67 12.89  1.00
As: -9.94 3.35 13.80  1.99
F: -9.20 4.59 12.73  -0.48
F: -8.32 3.03 14.45  -0.50
F: -10.72 2.10 14.76  -0.47
F: -11.51 3.65 13.02  -0.47
F: -9.44 2.10 12.49  -0.57
F: -10.24 4.58 15.08  -0.49